(1)
# C30H82Br2FN4O16

13 unconnected molecules or ions with the total composition C30H82Br2FN4O16 (wB97M-V/def2-TZVPD, the Open Molecules 2025 dataset).

```
135
Properties=species:S:1:pos:R:3:lowdin_charge:R:1
H 1.49440 2.70265 1.49849 0.090
C 2.88159 1.50909 -0.42588 -0.010
C -8.38197 4.49321 2.65358 -0.143
H 6.69487 3.31305 -6.36261 0.067
H -6.53806 5.12618 2.64633 0.067
H 2.86111 4.07197 2.92052 0.088
H 3.73925 -3.76724 1.89291 0.083
H -1.36234 -7.73981 3.54863 0.063
H 0.75310 0.80138 -2.19279 0.082
H -0.29923 1.03197 -0.24999 0.090
H -12.25706 4.50470 5.63900 0.077
O -1.57249 4.94132 1.69557 0.064
H -2.19341 0.40514 2.00097 0.129
H -0.27856 -6.79079 -0.98748 0.087
H 5.75015 2.81431 -0.31222 0.104
H 3.71533 1.84032 0.19299 0.098
H 5.82209 1.42906 -5.34359 0.050
H -8.11793 -5.71494 4.53068 0.077
H 5.32669 0.28918 -0.32783 0.085
H -1.64955 -8.98590 4.77580 0.082
C -3.07376 0.61591 -4.21329 -0.125
O 2.23466 -4.54609 3.10359 -0.111
H 2.91195 4.66046 -5.45301 0.069
H 7.52769 -1.90121 -4.10929 0.072
H 5.34800 -2.65988 -4.25466 0.013
H -4.27999 -4.97401 3.95478 0.056
C -1.01324 -8.14281 4.49636 -0.156
C 7.11296 -2.39535 -4.99211 -0.138
H -1.08537 1.72418 1.76475 0.060
H 0.06523 3.47760 -3.30005 0.086
H 3.98689 3.08217 2.00715 0.063
C -2.89821 1.97089 0.64779 -0.185
C -0.35961 -0.89948 0.80049 -0.070
H 0.72379 1.43889 -3.80552 0.122
C 3.05076 -3.46636 2.68942 -0.181
C 3.20504 3.04714 2.76568 -0.179
H -6.93433 2.56358 0.50522 0.062
H 3.62124 -3.06308 3.52877 0.072
H -2.61139 1.15504 -2.40494 0.044
H 3.63969 -1.91593 -3.37671 0.097
H -7.48411 1.94621 -1.06835 0.081
C 2.30052 0.74068 1.84442 -0.659
Br 0.78132 2.08938 3.81959 0.792
C 2.59015 1.77634 -2.88515 -0.242
H 6.79338 -1.63985 -5.71159 0.074
H 7.58772 2.85891 -4.88350 0.071
O -5.56247 2.64452 -1.05509 -0.137
H 2.97909 -2.21190 -0.82346 0.139
C 1.96795 -0.69718 -0.04120 -0.287
H -2.54136 -4.65775 4.12362 0.080
H -7.34287 3.69573 -0.80389 0.083
C -1.01477 0.32224 0.15375 -0.144
O 6.61930 1.29804 -5.86233 -0.130
C 6.50441 2.06645 -0.58661 -0.214
H 4.89678 -1.45263 -2.41510 0.094
F 3.01411 1.31455 -4.14056 0.004
C 5.72242 0.87717 -1.15916 -0.205
H 6.41502 0.25059 -1.72959 0.129
H -0.51661 2.82312 -1.76044 0.055
H -1.73385 0.06608 -0.62332 0.104
C 3.37506 0.99537 -1.80213 -0.345
H -8.93919 3.70825 2.15032 0.078
H 3.69124 2.59079 -6.18091 0.048
H -0.16443 -0.69952 1.85382 0.120
H 2.39154 -2.68518 2.31272 0.041
O -0.56719 -5.78181 0.76134 -0.129
H 2.79823 -5.23919 3.45456 0.083
O -6.35809 -5.19976 5.52484 -0.131
H 8.21821 2.41097 -6.47994 0.079
H 2.28692 2.40542 -0.61475 0.124
H 0.65316 -5.28923 -0.83984 0.058
H -3.71474 2.04537 1.37650 0.127
H -2.57784 0.07477 -5.01417 0.080
H 1.06859 3.65248 -1.89898 0.071
H -10.57176 2.89951 5.51272 0.074
H -3.39290 4.10791 2.05114 0.151
C -7.18275 -5.17554 4.36211 -0.160
H -2.32991 -5.47889 1.95891 0.020
O -2.16601 0.67236 -3.10570 -0.144
H 7.96302 0.86292 0.53464 0.080
H -12.67923 3.15740 4.55125 0.077
N 4.08651 -1.12540 -2.92938 0.121
H -1.06952 -1.72776 0.78482 0.150
H -7.40761 -4.14945 4.05838 0.076
O 0.81223 -2.65349 -0.39557 0.073
H 0.01484 -8.49394 4.37112 0.075
H -8.82482 5.46039 2.40469 0.082
N 0.85750 -1.37112 0.11661 -0.017
O 3.96669 3.35584 -6.69277 -0.123
C 3.12777 -0.51156 -2.06129 -0.254
C 2.98605 4.36987 -6.50608 -0.152
C 7.31234 2.54360 -5.89458 -0.149
H -5.06919 3.33922 -0.61204 0.055
H -0.77944 -7.45767 6.29972 0.073
H 7.11599 2.52371 -1.36272 0.114
O 4.71142 1.34774 -2.04893 -0.069
H 3.59668 2.69637 3.71654 0.062
H 7.94284 2.56657 0.91897 0.079
H 3.29336 5.23495 -7.08686 0.080
H 2.00467 4.03928 -6.85740 0.077
C -1.80956 1.09282 1.24282 -0.149
O -7.02424 4.43246 2.19643 -0.153
C -2.47708 4.13923 1.43965 -0.293
O 6.01149 -3.23590 -4.63281 -0.129
C -11.98242 3.98159 4.72022 -0.147
H 2.14699 -0.68068 -2.51094 0.150
C 2.01690 2.20504 2.31219 -0.719
Br 4.08133 0.07021 2.40232 0.818
C -6.90745 2.72267 -0.57218 -0.141
O -3.20955 -5.19099 2.22098 -0.133
O -1.08626 -7.09886 5.46459 -0.130
C -3.28968 -5.29566 3.64560 -0.137
C 7.30016 1.71858 0.66654 -0.099
H 7.87966 -3.02051 -5.43972 0.080
H -8.44129 4.33140 3.72828 0.064
C 0.36258 2.97221 -2.38037 -0.059
H -0.04457 -5.25017 1.36918 0.065
N 2.03527 0.60887 0.42307 -0.044
C 0.29241 -6.17205 -0.30090 -0.136
O -2.40822 3.28932 0.37845 -0.043
H -3.13742 -6.32643 3.96360 0.063
H -12.05070 4.67581 3.88696 0.077
N 3.05759 -1.20643 -0.69942 0.175
H -3.32453 1.61918 -4.56115 0.083
O -10.63577 3.51278 4.77785 -0.136
H -3.34233 1.54463 -0.24921 0.109
H 1.14652 -6.74505 0.06799 0.085
H 0.01988 -2.67000 -0.95345 0.147
H 1.62473 0.09863 2.40241 0.035
H -6.63430 -5.66608 3.56192 0.073
H 6.65099 1.56930 1.52988 0.037
C 1.06611 1.65579 -2.79307 -0.166
H -3.99003 0.09034 -3.94003 0.082
H -6.83988 -4.76778 6.23279 0.071
H 2.92632 2.81699 -2.83170 0.162
```

Results
**Total charge**: +1
**Maximum force**: 3.6 eV/Å

***

(2)
# C30H82Cl2N12O6P4

6 unconnected molecules or ions with the total composition C30H82Cl2N12O6P4 (wB97M-V/def2-TZVPD, the Open Molecules 2025 dataset).

```
136
Properties=species:S:1:pos:R:3:lowdin_charge:R:1
N -1.11437 7.33621 0.68086 -0.305
C 1.41429 -0.77046 4.43236 -0.097
H 1.87229 -5.59822 -1.58070 0.086
H -2.72537 7.14189 -0.71538 0.073
H -0.55567 -1.78863 -3.70425 0.055
H -5.71008 -0.88844 3.93605 0.061
H -3.07663 2.67877 -4.78011 0.061
H -1.84124 -0.81028 -4.45443 0.067
H 3.43044 -3.37039 -4.46142 0.068
H -1.36321 4.47691 -3.58388 0.084
C 1.43201 -0.09823 -4.13434 -0.092
C 5.92803 -1.50927 -1.43636 -0.090
P 3.84588 -3.14279 -1.39572 0.479
H 5.71121 -5.37514 -1.11108 0.062
C 2.79131 -5.51400 -2.17894 -0.105
H 6.82064 -2.74635 -3.43718 0.083
H 2.45881 -3.87038 0.81458 0.062
H 1.92826 -4.28948 -4.19408 0.088
Cl 0.03376 0.07897 1.37272 0.645
H 1.24134 -1.18832 5.42506 0.130
H -0.75552 -2.97494 4.53986 0.076
H -2.79963 7.34543 1.97343 0.073
P -0.44862 1.60904 -4.92296 0.467
C -0.79256 -1.09461 -4.51379 -0.132
N -1.00987 4.68867 0.96055 -0.292
H -2.83351 3.69054 0.99415 0.085
P -0.09948 6.02099 0.59437 0.493
H 3.58305 -6.05443 -1.66291 0.068
H -4.09078 -2.20013 6.71268 0.082
H 6.47938 -1.90896 -0.57660 0.075
C 3.38168 -0.14909 3.18455 -0.134
H 0.12996 -2.31905 -1.42725 0.070
H -4.54607 -0.38564 1.60278 0.090
O 2.94456 -2.07196 -0.91722 -0.275
C -5.82147 -1.73031 4.62233 -0.100
O 1.43924 -2.97179 3.39543 0.096
C -4.81530 -2.96970 0.80942 -0.096
C -0.55787 3.76979 -3.33634 -0.087
H 0.33484 4.00107 -3.90786 0.074
H 5.21070 -0.77535 -1.07479 0.075
H 1.76682 -1.07892 -4.49208 0.059
H -2.67013 3.13701 -6.42066 0.089
C -2.93627 2.28541 -5.78078 -0.084
H 1.16212 -1.88176 0.76985 0.042
O 0.57698 6.00412 -0.71572 -0.280
N 3.13862 -4.15045 -2.50165 -0.285
C -0.38716 3.41327 1.23601 -0.143
O 0.60902 2.32462 -5.64920 -0.278
H -4.06450 -3.65908 0.42083 0.071
H 5.34550 -3.51025 -4.03629 0.058
H 2.58665 -6.07163 -3.09629 0.083
N 0.99043 6.21394 1.84833 -0.295
H 4.44108 -0.07050 3.40898 0.122
H -0.53745 -2.19316 1.18236 0.049
C -3.86985 -1.09128 2.09423 -0.144
H -2.49548 -0.17671 -7.10837 0.085
H 3.83231 -4.02442 1.92319 0.081
H 2.02097 1.26983 4.09909 0.104
N 4.31080 -4.11447 -0.14524 -0.301
H -5.08995 -3.64650 6.43140 0.087
H 6.62957 -1.04753 -2.12486 0.079
H -6.09274 -1.40087 5.62120 0.080
H 1.24115 6.28251 3.91880 0.085
H 0.45409 -0.51054 3.99727 0.071
H -2.15207 -5.61955 3.16053 0.080
H -2.12174 8.77478 -0.42684 0.082
H -0.30124 3.91439 -2.28533 0.061
H 2.02556 0.67417 -4.61398 0.078
H -0.74758 0.07519 -7.08519 0.076
C 2.48829 0.32020 4.35336 -0.130
C 0.13602 -1.55857 0.61306 -0.585
H -3.38676 -3.65696 5.97635 0.075
H 0.37987 -0.65014 -1.28426 0.053
H -1.41899 1.39212 -1.76143 0.039
C 5.93764 -3.31014 -3.14592 -0.095
C -4.27601 -3.03242 6.02910 -0.117
H -3.70357 -0.73044 3.11028 0.070
H -0.96341 2.84976 1.97341 0.072
C 1.96290 -1.91595 3.60259 -0.503
C -1.90583 1.81006 -2.64828 -0.137
H 3.04192 0.41062 5.28346 0.111
H -2.12229 -1.84731 4.74659 0.078
H -1.81713 8.82999 1.94885 0.086
H -2.99324 5.43172 1.24023 0.061
H -0.77753 -4.49234 2.88687 0.071
C 0.78569 5.63246 3.16655 -0.138
H -2.58549 2.59370 -2.29285 0.082
C -1.81504 7.73095 -0.53783 -0.108
H -5.78215 -3.46925 0.86914 0.079
H -1.80867 1.24581 -7.88637 0.086
C -1.77711 7.73962 1.90056 -0.115
N -0.96058 2.38291 -3.57486 -0.309
H -2.89787 -1.03634 1.58870 0.032
H -3.80874 1.78280 -6.19182 0.084
H 2.75508 5.30554 1.07293 0.082
C -1.70721 0.58341 -7.01856 -0.128
Cl -1.92969 -1.18527 -1.10528 0.635
O -4.77143 -4.74338 3.23181 -0.274
H -1.26332 -1.90886 3.21077 0.044
H -1.21775 7.38368 2.76245 0.062
N -1.83966 1.30891 -5.77085 -0.314
H 1.22415 4.63233 3.23684 0.069
H -2.06476 -4.52413 1.74287 0.075
H 0.63275 3.54343 1.59192 0.064
P -4.13979 -3.42216 3.38438 0.470
H -2.49022 1.01461 -3.11014 0.058
H 2.05468 -2.67792 -3.58363 0.044
N -4.42095 -2.41660 2.10588 -0.293
C -1.61437 -2.51799 4.05443 -0.125
H 5.50572 -5.62638 0.64101 0.085
C -0.19956 -1.46198 -0.84039 -0.654
H 1.57369 -0.13282 -3.04690 0.072
H 3.22889 -5.44021 1.05890 0.086
N 5.20270 -2.57669 -2.12576 -0.289
H -1.15488 7.65522 -1.39634 0.075
H 2.57710 7.05412 0.74400 0.079
C -2.43999 4.66463 0.70123 -0.092
H -0.31013 2.79293 0.33388 0.056
C 3.41443 -4.36058 0.97292 -0.101
C 2.63650 -3.59206 -3.74664 -0.094
H -0.69499 -1.65598 -5.45778 0.080
O 3.11601 -1.55542 3.00171 0.012
H 3.12082 0.37608 2.26839 0.113
N 0.03547 0.08660 -4.46635 -0.284
C 5.54167 -4.88229 -0.15231 -0.104
H 6.29539 -4.28239 -2.78806 0.066
H -2.67025 4.77704 -0.36513 0.076
H -0.27161 5.59307 3.42019 0.070
N -4.59873 -2.52973 4.70387 -0.315
H -6.67088 -2.28458 4.19726 0.087
C 2.40448 6.26364 1.46780 -0.110
N -2.49633 -3.57129 3.59563 -0.294
H 2.98574 6.50436 2.36036 0.079
C -1.85939 -4.63218 2.81863 -0.094
H 6.41504 -4.25214 0.05649 0.078
H -4.94631 -2.15299 0.09888 0.072
```

Results
**SMILES string**: CN(C)P(=O)(N(C)C)N(C)C.CN(C)P(=O)(N(C)C)N(C)C.CN(C)P(=O)(N(C)C)N(C)C.CN(C)P(=O)(N(C)C)N(C)C.O=C1CCCO1.ClCCCl
**Energy relative to the best compared isomer or geometry (same formula, charge and spin)**: 0.000 eV
**Total charge**: 0
**Maximum force**: 1.1 eV/Å

***

(3)
# C30H82N4O10

10 unconnected molecules or ions with the total composition C30H82N4O10 (wB97M-V/def2-TZVPD, the Open Molecules 2025 dataset).

```
126
Properties=species:S:1:pos:R:3:lowdin_charge:R:1
C -3.36126 -2.95562 -1.91881 -0.069
H -4.37111 -0.85618 4.03577 0.069
C -5.04663 3.51603 -1.05786 -0.475
C 1.06535 -3.44360 1.95141 -0.229
N 3.21902 0.85909 -6.34618 0.052
H -3.33265 -2.09827 -2.60046 0.081
H 4.02564 -2.80594 2.98460 0.061
H 1.36281 1.28028 4.51798 0.115
H 1.10107 -4.52562 1.70541 0.132
C -0.76195 0.83929 4.47072 -0.045
H -3.39984 4.08449 -2.43849 0.061
C -6.38852 4.02767 -0.51672 -0.063
H -3.79654 1.12020 0.89957 0.067
H -4.21602 0.79248 3.46272 0.072
N -1.62338 4.89428 1.04837 0.183
H -5.53136 0.54887 0.60834 0.111
H -4.97795 -2.07497 0.75201 0.029
O -4.20853 3.59970 0.09732 -0.136
H 5.98796 2.44332 -0.13068 0.093
C -4.44515 0.24075 0.73224 -0.055
C -4.78367 -4.77445 -0.80661 -0.038
H 0.85343 4.34626 1.05301 0.103
H 4.27046 -4.92024 0.05676 0.068
H -0.85420 0.60958 3.42418 0.047
H -5.81595 -5.17811 -0.71769 0.082
H 0.84336 -0.00919 -6.73348 0.098
H 6.60815 0.26045 0.21916 0.079
H -1.97184 -0.47162 -0.34298 0.065
H -2.63679 4.69920 1.07539 0.103
H 4.10961 3.88240 -2.65350 0.082
C 4.80235 0.96900 1.01327 -0.464
H -3.26369 3.37533 -0.15894 0.037
C -4.77249 -3.53635 -1.82639 -0.398
C -4.23450 -0.68415 1.94334 -0.495
H 4.75118 -3.26723 -3.16305 0.101
C 3.46735 3.04045 -2.68828 -0.098
H 4.22617 -5.31635 -1.61843 0.086
C 0.00965 0.34678 -0.81217 -0.455
H 6.70208 0.44601 2.00594 0.097
C 4.17253 -2.59164 -2.47239 -0.044
O -5.61606 -2.50823 -1.19529 -0.082
H -7.12654 4.25977 -1.30220 0.078
H 4.02784 -0.56018 -0.08624 0.022
H -4.51508 -4.44313 0.18468 0.063
H -0.79888 -0.52689 0.99002 0.079
H 1.34766 -0.66493 -5.15989 0.057
H -0.50131 3.44564 3.76627 0.078
C -4.42522 4.39692 -2.22152 -0.050
H -1.68972 1.30354 4.80379 0.070
O -0.19760 -3.01759 2.32181 -0.195
H -1.18427 5.19831 1.91151 0.102
C 0.43432 2.92480 3.66035 -0.075
H -0.28099 -1.10414 -2.17064 0.089
H -4.23686 -5.62806 -1.05252 0.044
O 3.28377 2.69057 -4.04411 -0.178
H 1.32613 3.52290 3.87601 0.088
C -1.16735 0.09706 0.15178 -0.033
H -0.28877 1.05609 -1.57496 0.121
C -1.00202 3.98278 0.27919 -0.720
H 4.01108 1.47582 -6.33605 0.064
O 3.75529 -2.28297 -0.14549 -0.096
H 2.48295 3.23772 -2.29448 0.084
C 3.87251 -4.57412 -0.88716 -0.051
H -5.20442 4.35663 -3.05971 0.093
H 1.67712 1.75495 -3.31330 0.114
H -2.16102 -3.29648 1.98495 0.094
H -5.84787 -0.06009 3.33286 0.109
H -1.01755 -3.42683 0.46976 0.110
H 1.63124 2.20297 -5.84072 0.157
H -1.05193 -4.67834 1.75835 0.077
O 4.01530 0.40745 -0.07806 -0.094
H 1.46877 -0.68902 -1.93420 0.052
H 3.50003 -4.31937 3.08558 0.092
H -5.10316 2.47236 -1.44713 0.130
C 2.02275 -1.40937 3.09167 -0.037
C 2.02036 -2.92529 3.02488 -0.384
H -3.17429 -0.88706 1.93763 0.101
H -6.47771 -2.84957 -1.02152 0.074
H 4.31144 2.92298 0.24658 0.072
C -4.71263 -0.16445 3.27805 -0.049
H 5.88000 -0.96865 1.25602 0.079
C 0.53545 -0.89992 -1.46768 -0.035
C 5.19366 2.40437 0.65200 -0.060
N 0.31135 3.92693 0.30285 0.176
C 0.44095 1.85158 4.70842 -0.476
C 1.00568 0.21988 -5.65300 -0.079
H 2.76107 -4.60519 -0.95511 0.097
H -6.13001 4.90351 0.06306 0.072
H 0.59141 1.77359 6.68125 0.098
H 0.12367 0.52641 -5.09643 0.079
H -0.66994 -0.13737 5.02376 0.087
H 5.44297 -3.07150 -0.97539 0.134
H 3.08385 0.69495 -3.68208 0.126
H 4.55809 -1.57953 -2.42341 0.069
H 0.62851 2.41015 2.70486 0.078
H 3.12565 -2.57272 -2.76110 0.068
C 2.46577 1.54296 -4.03545 -0.224
H -2.98489 -2.66886 -0.89910 0.069
C 6.05346 0.13270 1.14468 -0.067
H 0.99113 -1.13134 3.24750 0.059
H -4.37021 5.44885 -1.89681 0.073
H 1.82321 -3.31609 3.99625 0.129
H 0.71825 -1.81233 -0.86445 0.075
H 0.73661 3.02320 -0.00276 0.095
C 4.35235 -3.15704 -1.05089 -0.524
H 1.40941 -3.00669 0.96987 0.115
C -1.19293 -3.62571 1.59546 -0.116
H 2.69312 -1.00048 3.86518 0.090
H -2.72245 -3.79188 -2.28883 0.092
H -6.83538 3.28082 0.16421 0.076
H -5.18659 -3.80134 -2.82385 0.137
O 0.49836 2.48482 6.01254 -0.059
O 0.99510 1.06951 -0.05556 -0.089
N 3.35646 -3.43255 2.60786 0.042
O -1.58379 3.29960 -0.53461 0.023
H 2.33707 -0.95980 2.14502 0.077
H 3.70278 -2.78637 0.70942 0.063
H -4.12843 -0.25645 -0.16756 0.049
C 2.08761 1.22730 -5.47426 -0.454
H 1.88648 0.69550 -0.16703 0.059
H 5.56007 2.96208 1.51451 0.078
H -1.60184 1.02991 0.51186 0.060
H 3.98739 2.23537 -2.22370 0.064
O -4.87166 -1.94013 1.69939 -0.072
H 4.20372 1.01187 1.93136 0.127
H 3.54608 -0.03950 -6.05316 0.057
```

Results
**SMILES string**: COC[C@H](C)N.COC[C@H](C)N.NC(N)=O.CC(C)O.CC(C)O.CC(C)O.CC(C)O.CC(C)O.CC(C)O.CC(C)O
**Total charge**: 0
**Maximum force**: 4.0 eV/Å

***

Calculated E_tot, -213948.8648 -124813.4495 -58874.4966 eV (same order as the records).
Calculated lowest unoccupied orbital energy, -3.309 0.385 0.403 eV (same order as the records).